No. 1
The following is a DFT calculation (ωB97M-V with the def2-TZVPD basis set) of C3H10NO as an isolated structure in a non-equilibrium geometry.

## Properties
E ... -6794.1459 eV
LUMO energy ... -8.628 eV
Net charge ... +1
Energy above the lowest of the compared OMol25 structures with the same formula, charge and spin ... 234.4 kcal per mole
E_HOMO ... -14.60 eV

Last column: Mulliken charge in e.
CARTESIAN COORDINATES (ANGSTROEM)
O  -2.379  0.188  -0.322  -0.44
C  -1.121  0.274  0.201  -0.66
C  -0.275  -0.734  -0.555  -0.43
N  1.119  -0.366  -0.665  -0.21
C  2.389  0.610  1.269  -0.70
H  -1.554  0.775  -1.503  0.40
H  -1.031  0.042  1.278  0.39
H  -0.739  1.314  0.121  0.31
H  -0.469  -1.774  -0.254  0.29
H  -0.558  -0.866  -1.638  0.49
H  1.455  -0.960  -1.433  0.28
H  1.829  0.044  0.304  0.28
H  2.174  -0.153  2.010  0.36
H  3.445  0.485  1.036  0.34
H  1.999  1.620  1.200  0.31

---

No. 2
The following is a DFT calculation (ωB97M-V with the def2-TZVPD basis set) of C26H41CrN6P2S5 as an isolated structure.

## Properties
2S+1 ... 5
E ... -137739.8452 eV
LUMO energy (alpha / beta) ... -2.806 / -2.930 eV
⟨S²⟩ ... 6.026
Net charge ... +1
Energy above the lowest of the compared OMol25 structures with the same formula, charge and spin ... 8.7 kcal per mole
E_HOMO (alpha / beta) ... -9.42 / -9.55 eV

Last column: Mulliken charge in e.
CARTESIAN COORDINATES (ANGSTROEM)
Cr  0.692  0.235  0.862  -0.56
C  1.497  -2.537  3.303  -1.36
P  0.872  -0.843  3.080  1.01
C  -0.581  -0.816  4.180  -1.22
C  2.047  0.220  3.995  -0.75
C  3.375  0.349  3.252  -1.21
P  3.189  0.567  1.406  1.22
C  4.268  2.014  1.132  -1.51
C  4.216  -0.836  0.847  -1.30
H  1.636  -2.749  4.364  0.42
H  2.441  -2.678  2.778  0.33
H  0.779  -3.246  2.889  0.39
H  -0.270  -1.061  5.197  0.51
H  -1.325  -1.544  3.857  0.28
H  -1.039  0.173  4.178  0.33
H  2.192  -0.156  5.011  0.51
H  1.560  1.197  4.074  0.38
H  3.977  -0.548  3.409  0.44
H  3.949  1.188  3.649  0.52
H  5.255  1.800  1.545  0.49
H  3.853  2.883  1.642  0.42
H  4.370  2.243  0.072  0.33
H  5.195  -0.774  1.325  0.51
H  4.339  -0.845  -0.231  0.39
H  3.727  -1.770  1.123  0.21
C  -3.545  0.607  1.853  -1.25
C  -2.245  0.832  1.443  -0.82
N  -1.408  -0.166  1.132  1.48
C  -1.858  -1.424  1.194  -0.55
C  -3.144  -1.751  1.624  0.28
C  -3.990  -0.700  1.966  -0.44
C  -3.549  -3.159  1.831  -0.87
C  -3.326  -4.179  1.006  -0.49
C  -2.748  -4.099  -0.352  0.47
C  -3.239  -3.230  -1.318  -0.28
C  -2.677  -3.325  -2.577  -0.43
N  -1.702  -4.181  -2.857  -0.41
C  -1.284  -4.942  -1.854  -0.26
N  -1.767  -4.963  -0.618  -0.58
H  -4.182  1.442  2.104  0.53
H  -1.849  1.836  1.351  0.51
H  -1.148  -2.200  0.927  0.42
H  -4.988  -0.909  2.330  0.59
H  -4.030  -3.361  2.781  0.48
H  -3.583  -5.180  1.332  0.43
H  -4.048  -2.545  -1.105  0.44
H  -3.027  -2.703  -3.394  0.52
H  -0.476  -5.631  -2.069  0.43
C  0.595  -2.557  -4.929  -0.89
S  -0.390  -1.221  -4.204  0.00
C  0.883  -0.225  -3.539  0.43
C  1.483  -0.372  -2.336  -0.47
S  1.157  -1.513  -1.049  -0.12
S  2.732  0.813  -2.041  -0.04
C  2.547  1.806  -3.443  -0.02
S  3.382  3.204  -3.659  -0.19
S  1.390  1.138  -4.523  -0.21
H  -0.109  -3.311  -5.273  0.38
H  1.239  -2.988  -4.166  0.22
H  1.182  -2.187  -5.767  0.39
C  1.190  3.615  0.415  -1.04
N  0.226  3.792  -0.649  0.03
C  0.742  4.684  -1.698  -1.04
C  -0.446  2.662  -1.070  -0.48
N  -0.058  1.465  -0.711  1.56
N  -1.522  2.865  -1.868  0.35
C  -2.208  1.734  -2.465  -1.01
C  -2.236  4.132  -1.947  -1.29
H  1.508  4.600  0.757  0.41
H  2.067  3.060  0.070  0.26
H  0.740  3.089  1.260  0.14
H  1.779  4.426  -1.933  0.12
H  0.701  5.719  -1.360  0.31
H  0.162  4.586  -2.609  0.45
H  -0.650  0.756  -1.135  -0.33
H  -2.823  1.197  -1.732  0.30
H  -1.507  1.035  -2.920  0.17
H  -2.857  2.101  -3.257  0.40
H  -1.807  4.857  -1.266  0.41
H  -3.279  3.970  -1.663  0.42
H  -2.214  4.530  -2.963  0.37

---

No. 3
The following is a DFT calculation (ωB97M-V with the def2-TZVPD basis set) of a 2-piece molecular cluster, C4H9NO overall in a non-equilibrium geometry.

## Properties
E ... -7829.5243 eV
SMILES ... C=CC(=C)N.O
LUMO energy ... 0.858 eV
Net charge ... 0
Energy above the lowest of the compared OMol25 structures with the same formula, charge and spin ... 64.5 kcal per mole
E_HOMO ... -8.40 eV

Last column: natural (NBO) charge in e.
CARTESIAN COORDINATES (ANGSTROEM)
N  -0.264  -0.331  0.858  -0.82
C  0.512  0.711  0.309  0.14
C  1.583  1.249  0.868  -0.47
C  0.574  1.604  -2.034  -0.38
C  -0.117  1.274  -0.931  -0.20
H  -1.172  -0.156  1.268  0.37
H  0.194  -0.848  1.602  0.37
H  2.255  1.937  0.333  0.19
H  2.164  1.011  1.749  0.20
H  0.182  1.895  -2.995  0.20
H  1.624  1.894  -1.805  0.19
H  -1.210  1.149  -0.992  0.20
H  -1.909  -4.556  0.361  0.48
H  -2.617  -3.181  0.763  0.47
O  -1.800  -3.652  0.647  -0.95

---

No. 4
The following is a DFT calculation (ωB97M-V with the def2-TZVPD basis set) of one molecule with the formula C6H9NOS in a non-equilibrium geometry.

## Properties
E ... -20738.5067 eV
SMILES ... CN1C(=S)CC[C@]12CO2
LUMO energy ... 0.698 eV
Net charge ... 0
Energy above the lowest of the compared OMol25 structures with the same formula, charge and spin ... 26.6 kcal per mole
E_HOMO ... -8.06 eV

Last column: natural (NBO) charge in e.
CARTESIAN COORDINATES (ANGSTROEM)
C  -1.744  0.191  -0.028  0.11
C  -1.175  1.614  -0.065  -0.47
C  0.216  1.573  0.333  -0.46
C  1.985  -0.325  -0.325  -0.13
C  0.708  0.159  0.204  0.44
C  -0.795  -2.116  0.176  -0.40
N  -0.711  -0.667  -0.048  -0.40
O  1.524  -0.526  0.984  -0.47
S  -3.335  -0.125  0.104  -0.17
H  -1.260  2.044  -1.046  0.23
H  -1.777  2.318  0.553  0.24
H  0.911  2.287  -0.139  0.23
H  0.242  1.720  1.425  0.23
H  2.206  -1.278  -0.927  0.19
H  2.754  0.363  -0.351  0.18
H  -1.575  -2.162  0.895  0.23
H  -1.012  -2.525  -0.818  0.21
H  0.100  -2.411  0.474  0.20